Entry 1:
# C3H14O5

A 5-piece molecular cluster, C3H14O5 overall at a distorted geometry (the ωB97M-V functional and the def2-TZVPD basis, the Open Molecules 2025 dataset).

Last column: natural (NBO) charge in e.
CARTESIAN COORDINATES (ANGSTROEM)
C1 0.8114 1.5600 -1.3098  -0.642
C2 1.0959 1.4999 0.1724  -0.325
C3 1.9675 2.3332 0.7424  0.143
O1 2.3037 2.2029 2.0683  -0.697
H1 0.1032 2.3570 -1.6038  0.203
H2 1.7858 1.8466 -1.7475  0.213
H3 0.4486 0.6999 -1.8747  0.208
H4 0.6262 0.7555 0.7727  0.228
H5 2.4363 3.2176 0.3563  0.180
H6 1.7273 1.5949 2.5352  0.478
O2 -3.0474 -0.7263 0.7128  -0.954
H7 -3.4668 0.0790 1.0090  0.479
H8 -3.5894 -1.4770 0.9775  0.476
O3 -1.7457 -0.4925 -2.5191  -0.939
H9 -1.0886 -0.1606 -3.1261  0.467
H10 -2.4448 0.1803 -2.5102  0.475
O4 0.4786 -4.0106 -0.7108  -0.936
H11 0.3316 -3.3876 -1.4268  0.465
H12 0.3228 -3.4417 0.0640  0.470
O5 -0.3168 -0.9548 1.2873  -0.958
H13 -0.9879 -1.4473 1.7746  0.482
H14 -0.5856 -0.9752 0.3659  0.484

Atomic forces in eV per Å
0.63 1.36 -0.72
0.32 0.64 -1.02
-0.99 -1.11 1.13
0.41 0.75 0.22
0.17 -0.13 0.34
-0.55 -0.12 -0.32
0.24 -0.41 0.80
-0.08 -0.33 0.37
0.27 -0.03 -0.62
-0.16 -0.27 -0.23
0.24 -0.47 -0.26
-0.29 0.09 0.23
-0.21 0.30 0.00
-0.52 0.05 0.27
0.21 0.17 -0.33
0.31 -0.31 0.05
-0.20 0.56 0.53
0.01 -0.08 -0.33
0.20 -0.42 -0.17
0.47 -0.54 0.43
-0.06 0.25 -0.31
-0.42 0.04 -0.08

Summary:
**Orbital gap**: 0.3137 Eh
**ΔE to the lowest compared entry with this formula, charge and spin**: 39.6 kcal per mole
**Max |F|**: 1.9 eV Å⁻¹
**Charge**: 0
**E_LUMO**: 0.21 eV
**Energy**: -13574.279 eV
**SMILES**: C/C=C/O.O.O.O.O
**E_HOMO**: -8.3 eV

=====

Entry 2:
# C3H15N2O2

A 3-piece molecular cluster, C3H15N2O2 overall at a distorted geometry (the ωB97M-V functional and the def2-TZVPD basis, the Open Molecules 2025 dataset).

Last column: natural (NBO) charge in e.
CARTESIAN COORDINATES (ANGSTROEM)
C1 0.9188 0.0692 -1.3841  -0.321
N1 0.9702 -1.3743 -1.6532  -0.914
C2 -0.4638 0.6010 -0.9375  -0.231
N2 -0.9839 -0.4057 0.0834  -0.629
C3 -1.9852 0.0197 1.0007  -0.485
H1 1.5674 0.1443 -0.4084  0.224
H2 1.3812 0.6890 -2.1390  0.202
H3 1.8960 -1.7679 -1.3730  0.345
H4 1.0211 -1.5223 -2.7151  0.361
H5 -0.4976 1.5311 -0.4369  0.233
H6 -1.2221 0.7142 -1.8147  0.197
H7 -0.0842 -0.8497 0.4662  0.463
H8 -1.2344 -1.2644 -0.3726  0.424
H9 -1.6507 0.8723 1.5477  0.221
H10 -2.8056 0.2851 0.4106  0.201
H11 -2.2804 -0.8572 1.6410  0.220
H12 0.7937 3.1386 2.2430  0.471
H13 -0.7201 3.1086 2.1489  0.463
O1 0.0791 2.8568 1.6121  -0.978
H14 1.6735 -2.4946 0.0071  0.422
H15 2.1122 -1.7150 1.4279  0.429
O2 1.5147 -1.7788 0.6458  -1.316

Atomic forces in eV per Å
1.40 0.25 2.85
0.22 -0.26 -3.65
-1.55 -1.71 -2.11
3.18 -0.82 -1.30
-0.43 -1.34 1.44
-0.99 0.36 -1.84
-0.12 0.26 -0.25
-0.77 0.82 -0.33
-0.55 0.29 1.87
0.70 1.06 0.56
1.14 -0.56 1.49
-0.40 0.76 0.85
-0.83 -0.55 -0.95
0.30 0.32 0.60
-1.58 0.55 -0.72
0.42 1.04 -0.35
-0.64 -0.54 -1.02
0.91 -0.36 -0.89
-0.31 0.87 1.90
0.46 -0.62 0.96
-0.18 -0.70 -0.65
-0.38 0.87 1.56

Summary:
**2S+1**: 2
**Orbital gap (alpha / beta)**: 0.1082 / 0.3803 Eh
**ΔE to the lowest compared entry with this formula, charge and spin**: 31.0 kcal per mole
**Max |F|**: 3.7 eV Å⁻¹
**Charge**: 0
**E_LUMO (alpha / beta)**: 0.45 / 0.33 eV
**Expectation value of S²**: 0.75
**Energy**: -10424.787 eV
**E_HOMO (alpha / beta)**: -2.5 / -10.0 eV

=====

Entry 3:
# C3H15N2O2

A 3-piece molecular cluster, C3H15N2O2 overall at a distorted geometry (the ωB97M-V functional and the def2-TZVPD basis, the Open Molecules 2025 dataset).

Last column: natural (NBO) charge in e.
CARTESIAN COORDINATES (ANGSTROEM)
C1 -1.4924 -1.6188 -0.3408  -0.234
C2 -0.1733 -1.6706 -1.1597  -0.446
C3 0.5302 -0.3418 -1.1749  -0.318
N1 0.9883 0.2392 0.2583  -0.767
N2 -1.6771 -0.2556 0.1070  -0.958
H1 -1.2962 -2.3838 0.5067  0.197
H2 -2.3603 -1.9022 -1.0146  0.185
H3 0.4821 -2.5183 -0.7643  0.204
H4 -0.3154 -2.1435 -2.2014  0.238
H5 1.4298 -0.5696 -1.6981  0.216
H6 -0.1313 0.3750 -1.8186  0.227
H7 1.3887 1.1187 0.1811  0.449
H8 1.4934 -0.3822 0.7640  0.406
H9 0.0525 0.3762 0.8534  0.461
H10 -2.5735 -0.0662 0.5631  0.386
H11 -1.4749 0.5589 -0.5349  0.331
H12 1.1566 3.5708 -1.0906  0.409
H13 -0.2590 3.0040 -0.6156  0.377
O1 0.6374 2.7951 -0.5587  -1.288
H14 1.1624 -0.1740 3.6577  0.491
H15 1.3191 1.4674 3.1521  0.487
O2 1.1128 0.5212 2.9288  -1.054

Atomic forces in eV per Å
-0.01 -1.07 -0.90
0.05 -2.64 0.25
0.05 0.76 -0.43
-6.41 -0.84 -2.62
-0.57 1.52 1.12
-1.12 1.51 -1.04
0.91 -0.34 0.98
-0.52 1.31 0.06
0.00 1.60 1.09
0.93 0.65 -0.45
1.72 -0.55 1.72
1.15 2.50 -0.50
2.30 -2.42 1.74
1.65 -0.29 -1.40
0.47 -0.23 -0.29
-0.67 -1.47 0.51
-1.71 -2.24 1.58
-3.00 0.84 -0.23
4.78 1.39 -1.31
0.11 2.22 -0.94
-0.21 -1.61 0.51
0.12 -0.61 0.54

Summary:
**2S+1**: 2
**Orbital gap (alpha / beta)**: 0.1166 / 0.3601 Eh
**ΔE to the lowest compared entry with this formula, charge and spin**: 37.7 kcal per mole
**Max |F|**: 7.0 eV Å⁻¹
**Charge**: 0
**E_LUMO (alpha / beta)**: 0.54 / 0.33 eV
**Expectation value of S²**: 0.75
**Energy**: -10424.495 eV
**E_HOMO (alpha / beta)**: -2.6 / -9.5 eV